--- P ---
Density functional theory data (ωB97M-V with the def2-TZVPD basis set) for a structure of composition C9H7NO2.

Last column: natural (NBO) charge in e.
Cartesian coordinates (Å):
C (3.325, -0.655, 0.005)  -0.67
C (1.983, -0.238, -0.250)  0.61
C (-0.251, -0.439, -0.180)  0.20
C (-1.212, -1.401, 0.238)  -0.23
C (-2.441, -0.999, 0.096)  -0.15
C (-2.925, 0.282, -0.266)  -0.25
C (-1.964, 1.306, -0.342)  -0.15
C (-0.709, 0.952, -0.258)  -0.26
C (0.416, 1.869, -0.033)  0.81
H (3.115, -1.843, 0.459)  0.27
H (3.816, 0.158, 0.721)  0.26
H (3.763, -0.513, -0.904)  0.23
H (-0.831, -2.477, 0.657)  0.25
H (-3.047, -2.046, 0.807)  0.21
H (-4.011, 0.311, -0.408)  0.24
H (-2.063, 2.530, -0.392)  0.26
N (1.009, -0.949, -0.120)  -0.51
O (0.292, 3.042, 0.497)  -0.54
O (1.735, 1.111, -0.329)  -0.57

Output
Lowest unoccupied orbital energy: -0.00371 hartree

***

--- Q ---
Density functional theory data (ωB97M-V with the def2-TZVPD basis set) for an isolated molecule of C9H7NO2.

Last column: natural (NBO) charge in e.
Cartesian coordinates (Å):
C (0.240, -1.491, -3.402)  -0.70
C (0.562, -0.602, -2.136)  0.81
O (1.397, 0.284, -2.201)  -0.58
O (-0.123, -1.009, -1.057)  -0.51
C (-0.050, -0.326, 0.180)  0.29
C (0.075, -1.190, 1.259)  -0.22
C (0.034, -0.586, 2.559)  -0.18
C (-0.212, 0.754, 2.711)  -0.20
C (-0.370, 1.536, 1.602)  -0.13
C (-0.552, 2.966, 1.644)  0.27
N (-0.577, 4.090, 1.876)  -0.29
C (-0.322, 1.016, 0.298)  -0.20
H (0.652, -2.482, -3.281)  0.23
H (0.751, -0.935, -4.229)  0.24
H (-0.815, -1.546, -3.462)  0.23
H (-0.049, -2.262, 1.117)  0.24
H (0.156, -1.153, 3.448)  0.22
H (-0.217, 1.345, 3.620)  0.24
H (-0.579, 1.591, -0.546)  0.24

Output
Structure (SMILES): CC(=O)Oc1cccc(C#N)c1
Lowest unoccupied orbital energy: 0.00230 hartree

***

Ranked by calculated energy, most stable first: Q, P.

***

--- P ---
Density functional theory data (ωB97M-V with the def2-TZVPD basis set) for a structure of composition C3H8N4O2.

Last column: natural (NBO) charge in e.
Cartesian coordinates (Å):
C (-1.649, 1.152, -0.529)  -0.48
C (0.003, -0.831, 1.417)  0.08
C (1.247, -0.446, 0.565)  0.28
H (-1.591, 1.827, 0.613)  0.23
H (-2.806, 1.610, -1.091)  0.23
H (-0.587, 1.266, -1.181)  0.23
H (-2.627, -0.458, -0.297)  0.39
H (0.320, -1.336, 2.375)  0.23
H (1.887, -0.945, -1.312)  0.39
H (-0.328, -1.374, -0.552)  0.48
H (2.570, 2.220, -0.256)  0.49
N (-1.571, -0.301, -0.321)  -0.54
N (-1.260, -0.585, 1.102)  -0.26
N (1.681, -1.408, -0.341)  -0.31
N (1.748, 0.627, 0.921)  -0.17
O (0.504, -2.080, -0.794)  -0.62
O (2.458, 1.064, -0.321)  -0.64

Output
Lowest unoccupied orbital energy: 0.00129 hartree

***

--- Q ---
Density functional theory data (ωB97M-V with the def2-TZVPD basis set) for an isolated molecule of C3H8N4O2.

Last column: natural (NBO) charge in e.
Cartesian coordinates (Å):
H (-1.970, 2.336, -0.512)  0.35
N (-2.186, 1.526, 0.073)  -0.65
C (-1.240, 0.672, -0.024)  0.57
C (-1.215, -0.679, 0.599)  -0.32
N (-0.592, -1.186, -0.633)  -0.65
C (0.791, -1.323, -0.875)  0.80
N (1.593, -1.302, 0.225)  -0.86
O (1.166, -1.737, -1.958)  -0.63
O (0.163, 1.194, -0.439)  -0.48
N (0.954, 1.619, 0.703)  -0.54
H (-2.212, -1.110, 0.700)  0.24
H (-0.581, -0.737, 1.482)  0.23
H (-1.179, -1.636, -1.326)  0.42
H (1.481, -0.481, 0.816)  0.40
H (2.559, -1.495, -0.003)  0.40
H (1.867, 1.782, 0.272)  0.36
H (0.601, 2.557, 0.901)  0.35

Output
Structure (SMILES): [H]/N=C(/CNC(N)=O)ON
Lowest unoccupied orbital energy: 0.02806 hartree

***

Ranked by calculated energy, most stable first: Q, P.